{"formula": "C29H55FN6O8", "method": "wB97M-V/def2-TZVPD", "homo_lumo_gap_ha": 0.29655, "smiles": "C[C@@H](F)C(=O)OCCc1ccccc1.CNC(C)=O.CNC(C)=O.CNC(C)=O.CNC(C)=O.CNC(C)=O.CNC(C)=O", "e_lumo_ev": 0.34, "elements": ["C", "C", "F", "C", "O", "O", "C", "C", "C", "C", "C", "C", "C", "C", "H", "H", "H", "H", "H", "H", "H", "H", "H", "H", "H", "H", "H", "C", "C", "O", "N", "C", "H", "H", "H", "H", "H", "H", "H", "C", "C", "O", "N", "C", "H", "H", "H", "H", "H", "H", "H", "C", "C", "O", "N", "C", "H", "H", "H", "H", "H", "H", "H", "C", "C", "O", "N", "C", "H", "H", "H", "H", "H", "H", "H", "C", "C", "O", "N", "C", "H", "H", "H", "H", "H", "H", "H", "C", "C", "O", "N", "C", "H", "H", "H", "H", "H", "H", "H"], "coordinates": [[1.987, 3.648, 2.595], [0.957, 3.046, 1.469], [1.168, 1.560, 1.293], [-0.652, 3.324, 1.825], [-1.299, 4.381, 1.311], [-1.389, 2.373, 2.672], [-1.758, 2.950, 3.974], [-1.279, 2.002, 5.266], [-0.258, 0.837, 4.687], [-0.769, -0.539, 3.898], [0.330, -1.629, 3.312], [1.915, -1.291, 3.558], [2.467, 0.048, 4.374], [1.367, 1.131, 4.947], [2.211, 4.779, 2.384], [1.410, 3.611, 3.633], [2.972, 3.000, 2.648], [1.246, 3.530, 0.417], [-1.328, 4.052, 4.104], [-2.950, 2.946, 4.026], [-0.726, 2.751, 6.014], [-2.197, 1.568, 5.869], [-1.926, -0.667, 3.764], [-0.045, -2.575, 2.733], [2.765, -2.026, 3.157], [3.607, 0.262, 4.533], [1.685, 2.098, 5.534], [-1.923, 1.380, -3.985], [-1.198, 1.108, -2.696], [-0.679, 0.020, -2.457], [-1.127, 2.111, -1.775], [-1.667, 3.447, -1.864], [-1.894, 0.486, -4.615], [-2.968, 1.626, -3.783], [-1.435, 2.197, -4.523], [-0.624, 1.850, -0.934], [-0.840, 4.154, -1.766], [-2.361, 3.588, -1.032], [-2.188, 3.623, -2.806], [-0.234, 2.152, -7.972], [-1.597, 2.486, -7.431], [-1.748, 3.175, -6.426], [-2.687, 2.000, -8.091], [-2.720, 1.180, -9.279], [0.531, 2.611, -7.339], [-0.084, 1.070, -7.966], [-0.126, 2.548, -8.985], [-3.567, 2.268, -7.666], [-3.284, 1.717, -10.046], [-3.241, 0.251, -9.035], [-1.722, 0.949, -9.655], [1.851, -1.378, -8.174], [0.753, -1.590, -9.180], [0.127, -0.653, -9.668], [0.458, -2.870, -9.548], [1.072, -4.095, -9.093], [1.968, -0.307, -7.983], [1.597, -1.871, -7.232], [2.796, -1.764, -8.564], [-0.291, -2.930, -10.228], [1.484, -4.611, -9.964], [0.295, -4.716, -8.643], [1.865, -3.919, -8.365], [-4.438, 5.326, 2.493], [-4.739, 5.804, 3.886], [-3.901, 5.765, 4.784], [-5.986, 6.292, 4.143], [-7.100, 6.421, 3.233], [-3.405, 4.967, 2.446], [-5.103, 4.501, 2.228], [-4.549, 6.150, 1.782], [-6.110, 6.593, 5.103], [-7.384, 7.475, 3.193], [-7.933, 5.840, 3.635], [-6.861, 6.069, 2.229], [4.875, -4.786, 5.473], [4.348, -3.392, 5.674], [4.224, -2.601, 4.741], [4.002, -3.011, 6.937], [4.073, -3.784, 8.154], [5.106, -4.940, 4.415], [5.792, -4.926, 6.051], [4.120, -5.518, 5.771], [3.657, -2.060, 6.989], [3.067, -3.843, 8.576], [4.725, -3.256, 8.853], [4.457, -4.791, 7.987], [3.768, -7.837, 1.396], [3.467, -7.359, 2.790], [4.305, -7.398, 3.688], [2.220, -6.871, 3.046], [1.106, -6.743, 2.137], [4.801, -8.197, 1.349], [3.103, -8.663, 1.132], [3.657, -7.014, 0.686], [2.096, -6.570, 4.006], [0.822, -5.688, 2.097], [0.273, -7.324, 2.538], [1.345, -7.094, 1.133]], "mulliken_charge": [-0.90, 0.51, -0.30, 0.16, -0.53, -0.16, -0.10, -0.80, 0.52, -0.33, -0.40, -0.28, -0.50, -0.42, 0.36, 0.11, 0.29, 0.23, 0.34, 0.07, 0.24, 0.35, 0.25, 0.27, 0.36, 0.37, 0.31, -1.15, 0.74, -0.69, -0.02, -0.81, 0.31, 0.36, 0.30, 0.11, 0.25, 0.24, 0.36, -0.92, 0.67, -0.72, -0.14, -0.72, 0.34, 0.03, 0.38, 0.25, 0.27, 0.25, 0.26, -1.30, 0.77, -0.64, -0.17, -0.83, 0.26, 0.38, 0.42, 0.24, 0.28, 0.28, 0.32, -0.83, 0.67, -0.66, -0.17, -0.81, -0.14, 0.37, 0.48, 0.24, 0.28, 0.27, 0.32, -1.34, 0.82, -0.64, -0.13, -0.89, 0.23, 0.42, 0.36, 0.23, 0.28, 0.29, 0.34, -1.32, 0.82, -0.64, -0.12, -0.76, 0.30, 0.36, 0.36, 0.21, 0.18, 0.30, 0.33]}


{"formula": "C29H56Br2ClN2O9PS", "method": "wB97M-V/def2-TZVPD", "homo_lumo_gap_ha": 0.33848, "e_lumo_ev": -0.03, "elements": ["C", "C", "O", "N", "C", "C", "C", "C", "C", "C", "Cl", "O", "C", "O", "C", "C", "C", "C", "S", "O", "O", "O", "C", "Br", "C", "C", "Br", "C", "C", "C", "C", "C", "N", "P", "O", "H", "H", "H", "H", "H", "H", "H", "H", "H", "H", "H", "H", "H", "H", "H", "H", "H", "H", "H", "H", "H", "H", "H", "H", "H", "H", "H", "H", "H", "H", "H", "H", "H", "H", "H", "H", "C", "C", "O", "C", "C", "H", "H", "H", "H", "H", "H", "H", "H", "H", "H", "C", "C", "O", "C", "C", "H", "H", "H", "H", "H", "H", "H", "H", "H", "H"], "coordinates": [[1.048, -5.322, -1.411], [-0.326, -5.098, -1.978], [-0.777, -5.758, -2.880], [-1.028, -4.033, -1.388], [-1.290, -4.227, 0.051], [-2.209, -3.616, -2.146], [-2.505, -2.105, -2.004], [-1.332, -1.278, -1.498], [-1.765, 0.145, -1.167], [-0.713, 1.250, -1.245], [-0.299, 1.463, -2.951], [-1.424, 2.464, -0.865], [-1.353, 2.630, 0.451], [-1.926, 3.518, 1.003], [-0.372, 1.626, 1.091], [0.432, 2.323, 2.252], [0.724, 3.828, 2.223], [0.454, 4.493, 3.574], [1.559, 4.004, 4.892], [0.990, 2.872, 5.568], [1.946, 5.172, 5.611], [2.843, 3.481, 4.114], [-0.991, 0.413, 1.782], [0.287, -0.896, 2.258], [-2.239, 0.257, 2.206], [-3.369, 1.235, 2.038], [-2.778, -1.296, 3.130], [0.479, 1.290, -0.215], [1.435, 2.460, -0.595], [2.820, 2.535, 0.099], [4.019, 2.083, -0.761], [4.974, 1.118, -0.036], [5.024, -0.228, -0.632], [1.615, -0.175, -0.504], [2.186, -0.086, -1.870], [1.595, -4.380, -1.431], [1.564, -6.083, -1.987], [0.970, -5.615, -0.364], [-1.166, -5.270, 0.343], [-0.639, -3.595, 0.660], [-2.312, -3.926, 0.276], [-3.086, -4.175, -1.801], [-2.080, -3.885, -3.190], [-2.807, -1.728, -2.984], [-3.366, -1.962, -1.345], [-0.944, -1.749, -0.595], [-0.521, -1.285, -2.229], [-2.506, 0.455, -1.910], [-2.277, 0.166, -0.211], [1.341, 1.738, 2.381], [-0.155, 2.127, 3.152], [1.765, 4.025, 1.989], [0.123, 4.373, 1.506], [-0.518, 4.198, 3.967], [0.557, 5.572, 3.505], [2.910, 2.523, 4.253], [-4.240, 0.908, 2.593], [-3.084, 2.219, 2.405], [-3.667, 1.349, 0.992], [1.621, 2.357, -1.659], [0.934, 3.417, -0.460], [2.972, 3.583, 0.352], [2.855, 1.997, 1.047], [4.587, 2.964, -1.050], [3.657, 1.639, -1.688], [5.970, 1.568, -0.015], [4.675, 1.015, 1.013], [5.981, -0.553, -0.671], [4.699, -0.195, -1.592], [0.935, -1.369, -0.305], [2.590, -0.146, 0.503], [-4.946, -6.563, 3.125], [-3.648, -6.350, 2.365], [-3.040, -7.534, 1.889], [-3.798, -8.297, 0.967], [-4.147, -7.556, -0.313], [-4.786, -7.232, 3.972], [-5.317, -5.609, 3.500], [-5.724, -6.997, 2.496], [-2.910, -5.901, 3.031], [-3.798, -5.644, 1.538], [-4.704, -8.689, 1.444], [-3.170, -9.156, 0.732], [-4.792, -6.695, -0.127], [-4.676, -8.222, -0.995], [-3.243, -7.200, -0.811], [3.913, 6.717, -4.031], [3.652, 5.367, -3.387], [3.085, 5.443, -2.091], [1.829, 6.089, -1.993], [0.733, 5.442, -2.821], [4.561, 7.324, -3.398], [4.400, 6.579, -4.996], [2.991, 7.275, -4.203], [4.595, 4.837, -3.248], [3.032, 4.743, -4.041], [1.917, 7.154, -2.235], [1.572, 6.031, -0.933], [0.932, 5.494, -3.892], [-0.218, 5.941, -2.635], [0.635, 4.390, -2.558]], "mulliken_charge": [-1.11, 0.52, -0.60, 0.53, -1.36, -1.05, -0.81, 0.61, -1.79, 2.19, -0.17, -0.47, -0.67, -0.61, 2.83, -2.67, -0.58, -1.36, 1.29, -0.60, -0.64, -0.50, -1.31, -0.01, 0.85, -1.22, -0.14, 1.47, -3.10, -0.67, -0.76, -0.86, -0.48, 0.76, -0.80, 0.21, 0.37, 0.32, 0.56, 0.16, 0.40, 0.16, 0.66, 0.40, 0.32, -0.30, 0.36, 0.61, -0.05, 0.12, 1.29, 0.19, 0.80, 0.50, 0.47, 0.36, 0.53, 0.25, 0.26, 1.31, 0.68, 0.34, -0.10, 0.27, 0.57, 0.42, 0.23, 0.29, 0.20, -0.19, 0.20, -1.27, 0.10, -0.44, -0.35, -0.87, 0.31, 0.41, 0.29, 0.39, 0.00, 0.30, 0.34, 0.24, 0.45, 0.11, -1.27, -0.22, -0.34, -0.37, -1.07, 0.30, 0.43, 0.28, 0.35, 0.31, 0.42, 0.27, 0.37, 0.39, 0.29]}


{"formula": "C29H56O23", "method": "wB97M-V/def2-TZVPD", "relative_energy_kj_mol": 0.0, "homo_lumo_gap_ha": 0.36602, "smiles": "C[C@H]1COC(=O)O1.C[C@H]1COC(=O)O1.C[C@H]1COC(=O)O1.C[C@H]1COC(=O)O1.C[C@H]1COC(=O)O1.C[C@H]1COC(=O)O1.CO.CO.CO.CO.CO", "e_lumo_ev": 0.12, "elements": ["C", "O", "H", "H", "H", "H", "C", "O", "H", "H", "H", "H", "C", "O", "H", "H", "H", "H", "C", "O", "H", "H", "H", "H", "C", "O", "H", "H", "H", "H", "C", "C", "C", "O", "C", "O", "O", "H", "H", "H", "H", "H", "H", "C", "C", "C", "O", "C", "O", "O", "H", "H", "H", "H", "H", "H", "C", "C", "C", "O", "C", "O", "O", "H", "H", "H", "H", "H", "H", "C", "C", "C", "O", "C", "O", "O", "H", "H", "H", "H", "H", "H", "C", "C", "C", "O", "C", "O", "O", "H", "H", "H", "H", "H", "H", "C", "C", "C", "O", "C", "O", "O", "H", "H", "H", "H", "H", "H"], "coordinates": [[-3.602, 1.283, -1.963], [-2.288, 1.150, -2.474], [-4.277, 1.635, -2.756], [-4.081, 0.384, -1.603], [-3.591, 2.020, -1.157], [-2.195, 0.432, -3.112], [-1.696, -2.923, -1.692], [-2.441, -3.914, -0.993], [-2.375, -2.113, -1.982], [-0.854, -2.574, -1.127], [-1.363, -3.387, -2.628], [-2.837, -3.505, -0.175], [-3.245, -0.909, 1.054], [-2.851, -2.266, 1.225], [-3.042, -0.331, 1.955], [-2.792, -0.396, 0.185], [-4.330, -0.900, 0.929], [-1.910, -2.290, 1.375], [-2.699, 3.233, 2.384], [-2.248, 1.883, 2.137], [-3.533, 3.580, 1.774], [-3.001, 3.303, 3.407], [-1.876, 3.954, 2.275], [-1.782, 1.816, 1.264], [-0.205, 0.143, -0.004], [-0.687, 1.492, -0.243], [0.863, 0.197, 0.118], [-0.655, -0.223, 0.910], [-0.458, -0.554, -0.824], [-1.079, 1.488, -1.145], [2.250, 1.435, -5.413], [1.923, 0.322, -4.409], [0.751, 0.662, -3.429], [-0.152, -0.500, -3.599], [0.292, -1.274, -4.579], [-0.290, -2.271, -4.969], [1.431, -0.853, -5.142], [1.299, 1.834, -5.832], [2.861, 1.068, -6.247], [2.753, 2.234, -4.885], [2.790, 0.003, -3.851], [0.245, 1.571, -3.668], [1.128, 0.643, -2.415], [-3.488, 5.506, -2.828], [-3.048, 5.185, -1.391], [-1.548, 4.777, -1.275], [-1.222, 5.430, -0.010], [-2.009, 6.484, 0.183], [-1.771, 7.333, 1.027], [-3.088, 6.420, -0.609], [-2.727, 6.179, -3.246], [-4.487, 5.939, -2.953], [-3.471, 4.524, -3.340], [-3.704, 4.500, -0.865], [-0.932, 5.108, -2.109], [-1.481, 3.697, -1.131], [-0.734, -0.647, 4.242], [0.720, -0.417, 4.592], [1.694, -0.101, 3.413], [2.543, 0.942, 4.037], [1.837, 1.526, 5.018], [2.175, 2.560, 5.598], [0.748, 0.855, 5.338], [-1.325, -0.563, 5.129], [-0.854, -1.628, 3.764], [-1.073, 0.111, 3.528], [1.209, -1.185, 5.197], [1.256, 0.333, 2.517], [2.382, -0.910, 3.143], [4.161, -4.836, -1.055], [3.822, -3.391, -1.305], [2.328, -3.168, -1.653], [2.115, -1.837, -1.190], [2.990, -1.650, -0.165], [2.924, -0.660, 0.534], [3.912, -2.618, -0.047], [3.702, -5.487, -1.810], [3.712, -5.178, -0.108], [5.237, -4.995, -1.047], [4.475, -2.899, -2.035], [1.639, -3.931, -1.264], [2.262, -3.189, -2.735], [1.212, 3.654, 1.802], [2.339, 3.823, 0.812], [3.205, 2.553, 0.610], [3.023, 2.189, -0.769], [2.166, 3.045, -1.356], [1.830, 2.908, -2.502], [1.793, 3.991, -0.547], [0.633, 4.583, 1.733], [1.608, 3.554, 2.813], [0.556, 2.807, 1.584], [2.937, 4.697, 0.989], [2.907, 1.727, 1.289], [4.259, 2.815, 0.671], [-0.823, -7.078, 3.300], [0.161, -6.002, 2.909], [0.795, -6.201, 1.513], [1.037, -4.835, 1.082], [0.188, -4.045, 1.784], [0.066, -2.867, 1.540], [-0.441, -4.701, 2.774], [-0.426, -8.057, 3.068], [-1.727, -6.962, 2.698], [-1.089, -7.045, 4.356], [0.927, -5.867, 3.683], [0.085, -6.647, 0.820], [1.749, -6.732, 1.582]], "mulliken_charge": [-0.81, -0.39, 0.34, 0.32, 0.16, 0.17, 0.17, -0.69, 0.14, -0.37, 0.28, 0.47, 0.02, -0.61, 0.20, -0.40, 0.49, 0.19, -0.68, -0.58, 0.26, 0.40, 0.12, 0.14, 1.58, 2.10, -0.95, -0.52, -0.40, -0.95, -1.48, 0.70, 0.27, -0.09, 0.35, -0.64, -0.40, 0.35, 0.39, 0.33, 0.16, 0.58, -0.58, -1.37, 0.51, 0.55, -0.15, 0.55, -0.62, -0.41, 0.36, 0.36, 0.31, 0.25, 0.37, -0.71, -0.70, 0.41, 0.59, -0.41, 0.58, -0.63, -0.40, 0.54, 0.07, -0.10, 0.36, -0.58, 0.31, -1.43, 0.44, -0.53, 0.44, -0.12, -0.42, -0.42, 0.36, 0.25, 0.39, 0.37, 0.00, 0.49, -0.82, 0.15, -0.02, -0.29, 0.59, -0.58, -0.28, 0.27, 0.37, -0.08, 0.39, -0.17, 0.39, -1.48, 0.40, -0.62, -0.12, 0.05, 0.12, -0.39, 0.38, 0.36, 0.36, 0.31, 0.35, 0.34]}


{"formula": "C29H57F4O6P", "method": "wB97M-V/def2-TZVPD", "homo_lumo_gap_ha": 0.32526, "smiles": "CC(C)C[C@H](C)COP(CCCF)C[C@@H](O)C(F)(F)F.C1CCOC1.C1CCOC1.C1CCOC1.C1CCOC1", "e_lumo_ev": 0.46, "elements": ["C", "C", "C", "C", "C", "C", "C", "O", "P", "C", "C", "C", "F", "C", "C", "O", "C", "F", "F", "F", "H", "H", "H", "H", "H", "H", "H", "H", "H", "H", "H", "H", "H", "H", "H", "H", "H", "H", "H", "H", "H", "H", "H", "H", "H", "C", "C", "C", "O", "C", "H", "H", "H", "H", "H", "H", "H", "H", "C", "C", "C", "O", "C", "H", "H", "H", "H", "H", "H", "H", "H", "C", "C", "C", "O", "C", "H", "H", "H", "H", "H", "H", "H", "H", "C", "C", "C", "O", "C", "H", "H", "H", "H", "H", "H", "H", "H"], "coordinates": [[-3.802, -2.537, -1.125], [-4.109, -3.872, -2.020], [-4.025, -3.412, -3.621], [-3.074, -5.114, -1.833], [-2.630, -5.488, -0.312], [-3.756, -5.299, 0.852], [-1.194, -4.777, 0.172], [-0.812, -3.618, -0.645], [0.629, -2.856, 0.052], [1.324, -1.648, -1.254], [0.373, -1.454, -2.582], [1.049, -0.283, -3.567], [0.062, 0.188, -4.588], [0.088, -1.923, 1.665], [-1.054, -0.777, 1.395], [-1.722, -0.472, 2.702], [-0.416, 0.651, 0.864], [-1.180, 1.731, 1.570], [1.035, 0.820, 1.233], [-0.582, 0.838, -0.602], [-3.242, -2.730, -0.112], [-4.819, -1.961, -0.904], [-3.152, -1.807, -1.804], [-5.204, -4.303, -1.822], [-2.960, -2.892, -3.753], [-4.027, -4.347, -4.328], [-4.834, -2.607, -3.898], [-3.555, -6.089, -2.326], [-2.124, -4.878, -2.515], [-2.370, -6.655, -0.324], [-4.652, -4.596, 0.602], [-3.280, -4.878, 1.862], [-4.205, -6.362, 1.157], [-1.188, -4.553, 1.345], [-0.326, -5.584, 0.024], [2.343, -2.125, -1.646], [1.603, -0.583, -0.849], [0.367, -2.441, -3.230], [-0.742, -1.172, -2.285], [1.372, 0.670, -2.950], [1.980, -0.676, -4.161], [-0.384, -2.761, 2.371], [1.046, -1.534, 2.240], [-1.922, -1.187, 0.699], [-0.959, -0.376, 3.344], [2.026, 4.044, -5.670], [3.494, 3.876, -5.968], [3.994, 3.187, -4.717], [2.907, 2.400, -4.212], [1.710, 2.776, -4.908], [1.408, 4.170, -6.563], [1.877, 4.916, -5.023], [3.623, 3.216, -6.835], [4.012, 4.816, -6.174], [4.267, 3.915, -3.945], [4.857, 2.543, -4.910], [1.450, 1.958, -5.589], [0.894, 2.908, -4.193], [-5.406, 0.888, 3.585], [-5.667, -0.481, 4.158], [-6.433, -1.152, 3.038], [-5.966, -0.576, 1.811], [-5.177, 0.581, 2.121], [-4.563, 1.405, 4.049], [-6.299, 1.514, 3.700], [-4.716, -1.001, 4.323], [-6.217, -0.466, 5.102], [-7.507, -0.951, 3.115], [-6.282, -2.235, 3.018], [-4.128, 0.331, 1.928], [-5.464, 1.409, 1.468], [5.758, 4.308, 0.330], [4.696, 3.699, -0.548], [3.769, 4.872, -0.784], [4.579, 6.056, -0.745], [5.872, 5.707, -0.234], [6.706, 3.763, 0.315], [5.403, 4.350, 1.367], [5.139, 3.377, -1.498], [4.191, 2.841, -0.098], [3.021, 4.954, 0.012], [3.252, 4.812, -1.745], [6.582, 5.742, -1.068], [6.182, 6.439, 0.518], [4.225, 0.766, 5.167], [3.246, 1.767, 4.611], [1.981, 0.945, 4.499], [2.031, -0.040, 5.541], [3.353, -0.048, 6.097], [5.080, 1.221, 5.673], [4.604, 0.129, 4.358], [3.100, 2.581, 5.331], [3.557, 2.204, 3.659], [1.935, 0.415, 3.541], [1.076, 1.550, 4.607], [3.299, 0.410, 7.091], [3.701, -1.078, 6.206]], "mulliken_charge": [-0.44, 0.34, -1.09, -0.92, 0.47, -1.15, -0.75, 0.11, -0.39, -0.45, -0.01, -0.20, -0.36, -0.53, 0.78, -0.44, 0.85, -0.28, -0.24, -0.21, -0.22, 0.30, 0.20, 0.28, 0.20, 0.31, 0.31, 0.35, 0.20, 0.48, 0.24, 0.23, 0.30, 0.17, 0.25, 0.51, 0.16, 0.41, -0.14, 0.09, 0.24, 0.37, 0.14, -0.75, 0.29, -0.58, -0.49, -0.39, -0.31, -0.39, 0.34, 0.26, 0.27, 0.33, 0.10, 0.26, 0.29, 0.29, -0.54, -0.42, -0.42, -0.41, 0.30, 0.32, 0.28, 0.16, 0.34, 0.26, 0.24, -0.44, 0.32, -0.47, -0.22, -0.28, -0.42, -0.48, 0.37, 0.16, 0.11, 0.29, 0.30, 0.09, 0.26, 0.30, -0.55, -0.48, 0.22, -0.44, -0.48, 0.35, 0.26, 0.29, 0.25, -0.31, 0.32, 0.28, 0.28]}